## A
ORCA calculation (ωB97M-V/def2-TZVPD) on a molecular structure, C21H28ClN3O3S.

- LUMO (eV) = -0.13
- frontier orbital gap (eV) = 8.091

ORCA input file:
```
! RIJCOSX wB97M-V def2-TZVPD def2/J DEFGRID3
* xyz 0 1
C -0.5168 -1.8589 1.3772
C -1.3344 -0.5222 1.5700
C -1.4977 0.4814 0.7811
N -2.1429 1.5093 1.3258
C -2.5007 1.0952 2.3330
C -3.0757 1.6292 3.4806
C -3.4590 2.9558 3.3230
C -4.4871 3.4233 4.2344
C -4.6904 2.7340 5.4172
C -4.1785 1.5601 5.7161
C -3.3907 0.6907 4.7528
H -3.0561 -0.2383 4.7590
H -4.4292 1.1589 6.5240
Cl -5.5673 3.4791 6.8129
H -4.8823 4.4569 4.0857
H -3.3106 3.3704 2.4113
O -1.8555 -0.1438 2.6193
C -0.7025 0.7899 -0.6801
H -0.9004 -0.2394 -1.2031
H -1.2285 1.4930 -1.1364
S 0.9111 1.3415 -0.5610
O 1.8236 0.2429 0.3940
C 1.5148 0.9005 -2.1449
C 1.4368 -0.4974 -2.5343
O 0.3958 -0.9414 -3.6773
N 1.8245 -1.3142 -1.7401
C 1.8758 -2.5691 -2.0867
H 1.4980 -3.3968 -1.0467
H 1.2464 -2.9153 -2.8007
C 3.2693 -3.2400 -2.4402
N 3.6500 -2.9322 -3.7553
C 2.7484 -3.1070 -4.9940
H 2.2212 -4.0141 -4.5930
C 3.6002 -3.2964 -6.2507
C 4.6284 -2.2838 -6.6286
H 4.9225 -2.7398 -7.4725
C 5.6471 -2.3068 -5.7251
C 5.8194 -1.3641 -4.2655
C 4.2412 -1.5151 -3.7741
H 4.4315 -1.2407 -2.7451
H 3.6167 -0.6915 -4.1949
H 6.6371 -1.7148 -3.6232
H 5.8603 -0.3253 -4.7989
H 6.7542 -1.8395 -6.2535
H 5.9938 -3.4061 -5.3860
H 4.0175 -1.2441 -6.5442
H 4.1144 -4.2186 -6.0155
H 2.8194 -3.3414 -6.9067
H 2.0177 -2.3575 -5.0733
H 4.0914 -3.1603 -1.7802
H 3.0791 -4.4269 -2.5428
H 2.2150 -1.0141 -0.9304
H 2.3428 1.2519 -2.1640
H 0.9669 1.7720 -2.7906
H 0.5533 -1.6326 1.5234
H -0.7698 -2.6399 2.2353
H -0.7879 -2.2445 0.2178
*
```



## B
ORCA calculation (ωB97M-V/def2-TZVPD) on a single C21H28ClN3O3S molecule.

- SMILES = Cc1ccc(NS(=O)(=O)c2c(C(=O)N3CCCCCC3)c(C)n(C)c2C)c(Cl)c1
- LUMO (eV) = 0.50
- frontier orbital gap (eV) = 8.859

ORCA input file:
```
! RIJCOSX wB97M-V def2-TZVPD def2/J DEFGRID3
* xyz 0 1
C -6.3778 -0.2780 0.1941
C -4.9233 -0.6322 0.2677
C -4.4118 -1.6931 -0.4726
C -3.0796 -2.0415 -0.3899
C -2.2022 -1.3307 0.4264
N -0.8573 -1.7034 0.4515
S -0.0145 -1.3583 -0.9592
O 1.3165 -1.8666 -0.8147
O -0.7821 -1.8034 -2.0858
C 0.0360 0.3993 -0.9066
C 0.9149 1.0729 -0.0224
C 1.7921 0.3291 0.9193
O 1.2770 -0.3506 1.8012
N 3.1218 0.4544 0.7874
C 3.7406 1.1700 -0.3036
C 4.8689 0.3919 -0.9899
C 4.5626 -1.0950 -1.1859
C 4.9942 -1.9438 0.0097
C 4.0800 -1.7749 1.2180
C 3.9558 -0.3232 1.6843
C 0.5959 2.4077 -0.0941
C 1.1722 3.5619 0.6437
N -0.4328 2.5517 -0.9918
C -1.0644 3.8050 -1.2983
C -0.7931 1.3295 -1.4832
C -1.8961 1.1041 -2.4504
C -2.7163 -0.2575 1.1549
Cl -1.6656 0.6864 2.1597
C -4.0581 0.0777 1.0869
H -6.5609 0.7086 0.6114
H -6.7260 -0.2972 -0.8366
H -6.9667 -1.0015 0.7576
H -5.0697 -2.2571 -1.1169
H -2.6808 -2.8579 -0.9681
H -0.3116 -1.3181 1.2261
H 2.9602 1.3875 -1.0358
H 4.1384 2.1261 0.0668
H 5.0365 0.8665 -1.9591
H 5.7955 0.4938 -0.4204
H 3.4956 -1.2451 -1.3578
H 5.0993 -1.4465 -2.0696
H 4.9790 -2.9950 -0.2833
H 6.0236 -1.6914 0.2838
H 3.0810 -2.1291 0.9594
H 4.4564 -2.3789 2.0458
H 4.9327 0.1583 1.7599
H 3.4723 -0.3064 2.6652
H 1.8956 3.1992 1.3680
H 0.3939 4.1085 1.1756
H 1.6730 4.2551 -0.0340
H -1.6449 4.1611 -0.4436
H -0.3126 4.5560 -1.5458
H -1.7319 3.6794 -2.1467
H -1.9210 0.0442 -2.6895
H -1.7431 1.6694 -3.3699
H -2.8563 1.3890 -2.0189
H -4.4201 0.9084 1.6735
*
```



Which of them is the least stable? Correct choice: A.



## A
ORCA calculation (ωB97M-V/def2-TZVPD) on a gas-phase ion, C4H9NOP (charge +1).

- SMILES = CC1=[N+](C)[PH2]1C=O
- LUMO (eV) = -4.41
- frontier orbital gap (eV) = 9.273

ORCA input file:
```
! RIJCOSX wB97M-V def2-TZVPD def2/J DEFGRID3
* xyz 1 1
C 0.2136 -2.0572 0.1150
C -0.4037 -0.6931 0.0729
N 0.4180 0.3795 -0.0175
C 1.8303 0.6583 0.0347
P -0.8746 1.5292 0.2272
C -2.3832 0.5563 -0.7066
O -3.5281 0.3715 -0.3975
H 0.7789 -1.9818 -0.8718
H 1.0242 -2.1962 0.9113
H -0.5208 -2.9013 0.0332
H 1.9516 1.6505 0.4160
H 2.3032 0.4367 -0.9227
H 2.2997 0.0748 0.7240
H -0.9003 1.4020 1.7123
H -0.3625 2.8470 0.1227
H -1.8464 -0.0762 -1.4532
*
```



## B
ORCA calculation (ωB97M-V/def2-TZVPD) on a gas-phase ion, C4H9NOP (charge +1).

- SMILES = C=[N+]=[PH2]O/C=C/C
- LUMO (eV) = -4.27
- frontier orbital gap (eV) = 9.428

ORCA input file:
```
! RIJCOSX wB97M-V def2-TZVPD def2/J DEFGRID3
* xyz 1 1
C 1.9828 -1.9845 -0.1269
N 1.3797 -0.9599 0.2948
P 1.9792 0.6545 -0.1198
O 1.0903 1.6057 0.6680
C -0.3654 1.5239 0.5890
C -0.9141 0.6835 -0.2808
C -2.3413 0.2954 -0.4011
H 2.5278 -2.0364 -0.9796
H 1.7306 -2.9104 0.4208
H 3.1127 0.6021 0.6212
H 2.0583 1.2239 -1.4810
H -0.7420 2.1807 1.3097
H -0.3638 0.1410 -1.1023
H -2.3563 -0.7329 -0.7419
H -2.8724 0.5165 0.5192
H -2.8911 0.7776 -1.2459
*
```



Which of them is the least stable? Correct choice: A.



## A
ORCA calculation (ωB97M-V/def2-TZVPD) on 13 unconnected molecules or ions with the total composition C26H78O26.

- LUMO (eV) = 0.26
- frontier orbital gap (eV) = 9.494

ORCA input file:
```
! RIJCOSX wB97M-V def2-TZVPD def2/J DEFGRID3
* xyz 0 1
C 13.3400 42.5970 7.5190
C 11.8800 42.5990 7.0380
O 11.7200 43.6210 6.0770
O 13.5260 41.3180 8.1640
H 13.2560 43.2880 8.3920
H 13.9550 42.9430 6.7480
H 11.2160 42.9570 7.7280
H 11.4780 41.6290 6.6680
H 10.7900 43.7400 6.3550
H 14.0370 40.8230 7.5110
C 5.1060 46.8480 8.6790
C 5.2570 46.9490 7.1270
O 4.7730 45.7820 6.5280
O 5.6150 48.0200 9.3670
H 5.6230 46.0160 9.1160
H 4.1290 46.7460 9.0870
H 6.3440 47.1020 7.1200
H 4.6540 47.7770 6.7510
H 4.5010 45.9210 5.5820
H 5.3400 48.0420 10.2850
C 7.4850 48.6300 12.6600
C 6.7410 48.6380 13.9130
O 5.5490 47.8620 13.8840
O 8.5980 49.3800 12.6070
H 6.9880 48.9840 11.8730
H 7.6600 47.7200 12.4300
H 6.5100 49.6510 14.0850
H 7.2740 48.3490 14.8200
H 5.3550 48.0650 13.0270
H 8.7450 49.4670 11.7560
C 13.1840 46.4530 9.9670
C 13.9000 47.6580 10.6120
O 15.3090 47.6080 10.3050
O 11.8120 46.4800 10.4460
H 13.6500 45.5630 9.9410
H 13.0990 46.5870 8.8440
H 13.8010 47.5600 11.5720
H 13.6110 48.7150 10.3060
H 15.5050 47.5080 9.2540
H 11.8870 46.0460 11.2850
C 11.6740 45.5850 13.8910
C 11.7830 44.1070 14.2790
O 13.2280 43.8270 14.5320
O 10.2830 45.8510 13.7390
H 12.3850 45.8060 13.1310
H 12.2310 46.0440 14.7280
H 11.5140 43.5400 13.2310
H 11.1660 43.8410 15.0010
H 13.4950 44.0230 15.4830
H 9.9900 46.4130 14.3360
C 9.5860 48.4950 6.4340
C 10.5270 47.6900 7.3290
O 9.8740 47.2510 8.5150
O 10.3140 48.9960 5.2390
H 9.2190 49.3280 6.7350
H 8.8550 47.9200 6.1250
H 11.4230 48.2760 7.5610
H 10.9260 46.7180 6.6370
H 10.5070 46.8830 9.0030
H 10.5640 48.3770 4.6440
C 2.9430 43.6440 8.2240
C 4.1900 43.5440 9.0040
O 5.2910 43.5940 8.1760
O 1.7990 43.0700 8.8940
H 2.9680 43.2550 7.1930
H 2.8760 44.8130 8.1870
H 4.2540 42.5030 9.6480
H 4.0860 44.1270 9.9320
H 5.0370 44.1980 7.4840
H 0.9570 43.5260 8.9270
C 9.1610 40.4460 13.8400
C 9.2490 39.6830 12.4920
O 7.9530 39.2840 12.0850
O 10.3470 40.7700 14.4730
H 8.6640 39.9980 14.6410
H 8.4050 41.3680 13.7200
H 9.8870 38.8510 12.8850
H 9.7780 40.2540 11.6750
H 7.6110 39.8820 11.4430
H 10.2440 41.1250 15.3540
C 5.9750 39.8880 9.3870
C 6.7410 39.8020 8.0730
O 5.7660 39.3630 7.1070
O 6.5540 40.8640 10.0860
H 5.7400 38.9590 9.8240
H 4.7760 40.2080 9.0750
H 7.5200 38.9800 8.0190
H 7.3830 40.6230 7.9470
H 5.4290 38.4730 7.5120
H 6.2880 41.7210 9.7160
C 5.0190 42.2220 12.8650
C 5.5220 43.0640 14.1200
O 6.8400 43.5430 13.7780
O 3.6530 41.9830 12.9630
H 5.6980 41.5790 12.8170
H 5.1080 42.7640 12.1330
H 5.5410 42.1770 14.7550
H 4.8460 43.9560 14.3600
H 6.8340 44.0930 13.0040
H 3.2730 41.5240 12.0990
C 10.5550 38.0470 9.2680
C 10.6590 39.6220 8.8360
O 11.0970 40.4870 9.8590
O 10.0560 37.2250 8.3780
H 9.8870 38.0900 10.3860
H 11.5920 37.7580 9.3970
H 9.6350 39.8840 8.3420
H 11.3020 39.6130 7.9160
H 12.0620 40.4480 9.9790
H 10.8880 37.2890 7.7380
C 7.9880 45.2560 4.7720
C 7.8770 44.2020 5.9070
O 9.0680 44.2380 6.5740
O 6.6790 45.2950 4.0890
H 8.7000 44.8920 4.0990
H 8.4330 46.1250 5.0170
H 7.4040 43.2430 5.4960
H 7.1460 44.5370 6.7150
H 8.9510 44.1940 7.3630
H 6.2100 44.4990 3.7810
C 9.2530 43.4780 10.6670
C 8.1950 44.5810 10.4400
O 7.8980 45.0280 11.7050
O 9.2670 42.6250 9.5400
H 9.0540 43.0300 11.6150
H 10.0440 44.0170 10.8200
H 7.3650 44.2410 10.1120
H 8.4810 45.4900 9.8970
H 8.6740 45.3980 12.1420
H 9.6980 41.6010 9.9090
*
```



## B
ORCA calculation (ωB97M-V/def2-TZVPD) on a molecular structure, C26H78O26.

- LUMO (eV) = 0.22
- frontier orbital gap (eV) = 9.243

ORCA input file:
```
! RIJCOSX wB97M-V def2-TZVPD def2/J DEFGRID3
* xyz 0 1
C -4.6437 -11.8110 12.6496
C -3.2441 -12.0446 13.1238
O -3.0287 -13.4480 13.3245
O -5.5558 -12.4710 13.5227
H -4.7576 -12.1288 11.6064
H -4.8473 -10.7311 12.6096
H -3.0068 -11.4883 14.0371
H -2.5807 -11.6314 12.3617
H -3.8207 -13.7380 13.8197
H -6.3214 -11.9339 13.7304
C -0.2762 -15.5649 14.1212
C -0.9623 -16.2936 15.2697
O -2.3791 -16.3692 14.9228
O -0.1789 -14.1697 14.3808
H -0.8327 -15.8021 13.2124
H 0.7434 -15.9466 14.0239
H -0.7707 -15.7938 16.2203
H -0.6793 -17.3432 15.4013
H -2.7005 -17.2615 15.0874
H -1.0533 -13.7655 14.2955
C -0.0876 -14.6846 10.3488
C 1.3458 -14.7070 9.9197
O 1.4017 -14.9318 8.5030
O -0.5791 -16.0090 10.3591
H -0.7319 -14.0291 9.7514
H -0.1172 -14.2276 11.3541
H 1.8164 -15.5566 10.4187
H 1.8463 -13.7734 10.1915
H 2.2038 -15.4239 8.3059
H -1.2756 -16.1426 11.0130
C -3.9732 -17.7050 11.5490
C -3.9717 -16.3784 12.1845
O -3.0001 -15.5681 11.6011
O -4.0340 -17.4904 10.1145
H -4.8407 -18.2664 11.8954
H -3.0715 -18.2886 11.7667
H -3.8635 -16.4677 13.2665
H -4.9589 -15.9138 12.0464
H -2.9926 -14.7132 12.0739
H -4.1402 -18.3691 9.7218
C -4.9825 -15.2114 8.1203
C -4.7742 -13.8775 8.8492
O -3.5351 -13.8600 9.5140
O -5.4704 -16.2288 8.9994
H -4.0231 -15.4954 7.6762
H -5.7116 -15.0577 7.3209
H -5.6063 -13.7081 9.5409
H -4.7674 -13.0985 8.0817
H -3.5171 -14.5350 10.2007
H -4.7260 -16.6331 9.4753
C -0.0736 -19.2286 10.7562
C 1.2918 -18.6762 10.7374
O 2.1887 -19.6261 10.0988
O -0.5959 -19.4586 9.4709
H -0.7143 -18.5191 11.3018
H -0.1592 -20.1718 11.2987
H 1.6564 -18.3831 11.7264
H 1.3135 -17.8147 10.0602
H 3.0435 -19.1986 10.0053
H -0.7804 -18.6704 8.9416
C -0.7962 -17.7727 6.0459
C -1.3331 -16.9949 7.2203
O -2.4167 -17.7145 7.8108
O 0.0141 -18.8416 6.5129
H -0.2253 -17.1069 5.4000
H -1.6632 -18.1601 5.4975
H -1.6683 -15.9902 6.9212
H -0.5118 -16.7769 7.9041
H -2.5496 -17.3267 8.6924
H -0.4624 -19.6729 6.5725
C -7.7133 -15.2431 12.3768
C -8.8646 -14.5411 13.0301
O -9.6205 -13.8932 11.9815
O -8.0524 -16.4416 11.7110
H -7.0161 -15.5708 13.1652
H -7.0634 -14.5768 11.7989
H -8.5097 -13.7218 13.6609
H -9.4699 -15.2719 13.5715
H -10.3921 -13.4715 12.3691
H -8.2561 -16.2157 10.7962
C -2.3957 -21.9174 13.6854
C -3.3953 -23.0325 13.4609
O -3.1874 -23.6781 12.2097
O -2.8890 -20.6328 13.3688
H -1.5009 -22.1260 13.0788
H -2.0127 -21.9287 14.7066
H -4.3852 -22.5734 13.5415
H -3.2917 -23.7734 14.2595
H -4.0278 -23.6749 11.7439
H -3.2794 -20.6378 12.4828
C -3.6590 -21.3263 9.0672
C -3.1107 -22.6987 8.7877
O -1.7955 -22.6578 8.1877
O -3.0895 -20.6270 10.1369
H -4.7353 -21.4717 9.2179
H -3.5996 -20.6895 8.1740
H -3.7420 -23.2573 8.0988
H -3.0161 -23.2207 9.7457
H -1.1673 -22.7578 8.9084
H -2.1769 -20.3975 9.8772
C -5.4397 -18.9149 6.5480
C -6.2774 -17.9518 5.7785
O -6.8785 -18.4855 4.6089
O -6.1971 -20.1126 6.8475
H -5.0470 -18.4782 7.4599
H -4.6000 -19.3314 5.9739
H -5.8413 -16.9552 5.6807
H -7.1127 -17.7446 6.4721
H -7.8007 -18.6520 4.8041
H -6.3941 -20.4980 5.9873
C -4.4083 -14.7059 17.8549
C -4.4006 -14.1183 16.4653
O -4.7982 -15.0351 15.4695
O -3.1782 -15.4012 18.0741
H -5.2416 -15.4110 17.9346
H -4.5319 -13.9112 18.6002
H -3.4164 -13.6688 16.2753
H -5.1135 -13.2887 16.4528
H -4.0354 -15.6284 15.3430
H -3.2904 -16.0110 18.8077
C -7.7534 -19.8033 14.9507
C -6.9982 -18.8805 14.0315
O -5.5697 -19.0278 14.1313
O -7.5876 -19.4365 16.3203
H -7.4842 -20.8566 14.8438
H -8.8239 -19.7233 14.7295
H -7.2474 -17.8421 14.2451
H -7.3003 -19.1762 13.0183
H -5.4124 -19.8847 14.5419
H -7.2207 -18.5488 16.3535
*
```



Which of them is the least stable? Correct choice: A.